ORCA calculation (the ωB97M-V functional and the def2-TZVPD basis) on a single C20H29N3O3S molecule.

Output
charge	0
frontier orbital gap	8.789	eV
calculated total energy	-42657.2859	eV
E_LUMO	0.0074	Ha
ΔE to the lowest compared entry with this formula, charge and spin	263.2	kJ/mol

Structure (XYZ):
```
56
C20H29N3O3S (the ωB97M-V functional and the def2-TZVPD basis)
C -1.4750 2.7121 0.4695
C -1.4543 1.7050 -0.6707
C -2.3455 0.4860 -0.4421
C -2.4135 -0.4329 -1.6807
C -1.0651 -1.0855 -1.9486
O -0.1842 -0.4127 -2.4593
N -0.8190 -2.3491 -1.4933
C -1.8303 -3.3243 -1.1196
C 0.5630 -2.8422 -1.3874
C 1.3602 -2.1467 -0.2768
N 2.1669 -1.1484 -0.9626
C 2.4342 0.1194 -0.5684
O 3.0762 0.8855 -1.2736
C 1.8874 0.5611 0.7500
C 2.0878 1.8141 1.1459
C 1.5086 2.3715 2.3527
C 1.5490 3.6161 2.8912
C 0.7119 3.5267 4.0356
C 0.3809 4.5921 5.0286
N 0.2169 2.3261 4.1633
O 0.7237 1.5854 3.1081
C 2.4313 -1.5322 -2.3464
C 1.4646 -2.6807 -2.6058
C 1.9441 -3.9174 -3.3218
C 0.9633 -2.9823 -3.9747
S -1.8729 -0.5363 1.0025
C -2.7309 0.2747 2.3692
H -0.9097 3.6051 0.2008
H -2.4946 3.0228 0.7142
H -1.0227 2.2969 1.3694
H -1.7935 2.1873 -1.5936
H -0.4330 1.3763 -0.8621
H -3.3663 0.8239 -0.2398
H -3.2318 -1.1346 -1.5508
H -2.6277 0.1859 -2.5528
H -2.8298 -2.9570 -1.3142
H -1.6894 -4.2383 -1.7014
H -1.7662 -3.5700 -0.0569
H 0.4602 -3.9005 -1.1500
H 0.6927 -1.7125 0.4610
H 2.0075 -2.8762 0.2217
H 1.2891 -0.1007 1.3586
H 2.6803 2.4770 0.5267
H 2.0854 4.4732 2.5232
H 0.6182 5.5754 4.6273
H -0.6766 4.5615 5.2840
H 0.9533 4.4505 5.9454
H 2.2417 -0.6719 -2.9842
H 3.4722 -1.8423 -2.4752
H 2.9638 -3.9182 -3.6842
H 1.5825 -4.8803 -2.9835
H -0.0660 -3.3051 -4.0683
H 1.3114 -2.3488 -4.7791
H -2.7819 -0.4553 3.1753
H -2.2028 1.1533 2.7301
H -3.7460 0.5376 2.0740
```